Here is a single C23H25N3O4 molecule from the OMol25 dataset. Energies are from the ωB97M-V functional and the def2-TZVPD basis.

```
55
Properties=species:S:1:pos:R:3:forces:R:3
C 4.88570 -1.28118 1.07334 -0.09 -0.03 -0.19
C 4.01763 -1.83692 -0.04877 0.03 -0.04 0.23
C 3.02772 -2.87442 0.48467 -0.11 0.07 -0.26
C 2.16774 -3.50257 -0.59646 0.28 -0.53 0.33
O 1.81168 -4.64984 -0.59933 0.02 0.03 -0.06
O 1.79745 -2.60261 -1.52287 0.07 0.41 -0.27
C 0.83948 -3.00563 -2.49173 -0.39 -0.47 -0.31
C -0.44618 -2.17386 -2.41323 0.47 -0.18 0.10
O -1.45188 -2.52475 -2.99537 -0.03 -0.09 -0.16
N -0.29772 -1.06230 -1.67303 0.42 0.42 0.32
C -1.17408 -0.03147 -1.34800 -0.59 0.19 0.04
C -2.51899 0.16418 -1.44116 0.57 -0.04 -0.14
C -3.61076 -0.72701 -1.90327 -0.07 -0.07 0.03
N -2.81574 1.44408 -1.01035 0.09 0.26 -0.60
C -4.04281 1.72079 -0.29778 -0.13 -0.10 0.37
N -1.63837 2.00708 -0.52178 -0.03 -0.45 0.23
C -1.52837 3.37915 -0.25542 -0.01 0.49 -0.04
C -2.30155 4.30609 -0.94939 0.07 -0.15 -0.03
C -2.17556 5.65305 -0.66389 -0.01 0.06 0.04
C -1.27319 6.08399 0.29409 0.01 0.10 -0.01
C -0.48744 5.16100 0.96432 -0.03 0.03 -0.02
C -0.61467 3.81003 0.70090 -0.03 -0.13 -0.03
C -0.57766 1.15575 -0.76096 -0.35 -0.30 0.01
O 0.60064 1.38038 -0.53314 0.33 0.07 -0.02
C 2.01620 -2.34402 1.48346 0.05 -0.01 0.26
C 1.58310 -3.18078 2.50610 0.03 0.03 -0.01
C 0.62203 -2.75863 3.40658 -0.05 -0.05 0.07
C 0.07389 -1.49209 3.29416 -0.05 0.00 0.05
C 0.49765 -0.65533 2.27733 -0.09 0.10 -0.02
C 1.45917 -1.07646 1.37523 0.12 -0.03 -0.02
H 5.44588 -2.07947 1.55572 0.09 -0.06 0.09
H 4.27003 -0.79196 1.82426 0.01 0.06 0.11
H 5.59200 -0.55489 0.67915 0.09 0.07 0.03
H 4.65167 -2.31838 -0.79692 -0.05 0.04 -0.07
H 3.48783 -1.02322 -0.54256 0.00 -0.03 -0.08
H 3.58125 -3.69176 0.95828 -0.13 0.05 -0.11
H 0.58758 -4.06235 -2.35092 -0.02 0.28 -0.07
H 1.27782 -2.87591 -3.48664 -0.06 0.01 0.15
H 0.63629 -0.86895 -1.31906 -0.17 -0.16 -0.05
H -4.18477 -1.09993 -1.05457 -0.09 -0.01 0.05
H -4.28636 -0.18937 -2.56573 -0.08 0.04 -0.03
H -3.18285 -1.57334 -2.43405 -0.07 0.06 0.05
H -4.03578 2.75493 0.03971 -0.05 -0.07 -0.06
H -4.16376 1.06638 0.57184 -0.01 0.03 0.04
H -4.88416 1.57540 -0.97262 0.03 0.02 0.02
H -2.97926 3.97283 -1.72126 -0.05 -0.06 -0.04
H -2.77840 6.36925 -1.20217 -0.05 0.05 -0.04
H -1.17644 7.13706 0.51014 0.01 0.09 0.02
H 0.22620 5.49357 1.70280 0.06 0.02 0.06
H 0.00072 3.08749 1.21067 0.03 -0.08 0.05
H 1.99948 -4.17385 2.59216 0.06 -0.11 -0.01
H 0.29894 -3.42106 4.19616 -0.02 -0.06 0.06
H -0.67797 -1.16092 3.99561 -0.05 0.03 0.06
H 0.08004 0.33559 2.17550 -0.04 0.11 -0.02
H 1.76894 -0.39282 0.60022 0.06 0.08 -0.09
```
Forces are in eV/Å.

## Properties
**ΔE to the lowest compared entry with this formula, charge and spin**: 2.047 eV
**HOMO energy**: -8.1 eV
**SMILES string**: CC[C@H](C(=O)OCC(=O)Nc1c(C)n(C)n(-c2ccccc2)c1=O)c1ccccc1
**Frontier orbital gap**: 8.67 eV
**LUMO level**: 0.58 eV

***

Here is a molecular structure, C24H38F19N3O10PS2 at a distorted geometry from the OMol25 dataset. Energies are from the ωB97M-V functional and the def2-TZVPD basis.

```
97
Properties=species:S:1:pos:R:3:forces:R:3
C 0.36367 -1.56979 3.14563 -0.21 1.07 -0.21
C 0.59675 -0.76256 1.83117 -0.25 -1.23 0.48
C 1.04448 -1.66635 0.63148 -0.68 1.44 0.57
C 0.21227 -1.25817 -0.61243 0.46 -0.70 -0.06
C -0.33129 -2.42776 -1.48346 0.78 1.01 0.73
N -1.71838 -2.76515 -1.08922 0.88 0.40 0.49
S -1.86683 -3.40463 0.51931 0.01 -0.69 0.22
C -2.74336 -2.62123 -1.86018 -0.85 -1.07 -0.38
N -2.65505 -2.16048 -3.18766 0.47 0.40 0.31
O -1.96530 -3.00981 -4.03932 0.32 -0.64 -0.29
C -2.45165 -0.73612 -3.37274 -0.83 1.57 -0.82
O -2.01379 -0.08806 -2.20729 0.26 -0.54 0.09
C -1.81180 1.31958 -2.38594 -0.08 0.29 -0.22
C -0.30416 1.63517 -2.38763 -0.17 -0.84 -0.42
O 0.00987 2.97768 -2.63378 -0.41 -0.02 0.29
C -0.64882 3.87913 -1.75181 0.34 0.72 0.56
C -0.52979 3.48737 -0.25895 -0.18 0.06 -0.10
O -0.90195 4.54523 0.61269 -0.08 -0.31 -0.28
C -2.25114 4.95243 0.42755 -0.56 0.99 0.57
C -2.98756 5.16824 1.76350 0.29 -0.76 -0.75
N -4.01382 -3.00198 -1.42926 2.14 0.92 0.04
P -4.85567 -1.87766 -0.27129 -4.88 0.48 0.23
O -4.26144 -0.37967 -0.36976 1.50 -0.79 0.83
O -4.72345 -2.40450 1.27213 1.51 0.36 -1.17
S -5.09729 -3.18538 -2.76878 -1.07 0.73 -1.06
O -5.51139 -1.90896 -3.22304 -0.33 1.06 0.34
O -4.62131 -4.07583 -3.74618 1.00 -1.41 0.12
C -6.62903 -3.98558 -2.02019 0.42 1.30 0.03
F -7.45309 -3.04600 -1.67179 -0.69 1.13 0.83
F -6.33292 -4.74062 -1.00292 0.39 -0.92 0.88
F -7.20673 -4.63173 -2.97017 -0.08 -1.47 -1.30
H -0.42614 -1.06610 3.71856 0.23 -0.10 0.07
H 1.26009 -1.54454 3.76773 -0.11 -0.50 -0.05
H -0.00012 -2.58432 2.95088 0.38 0.00 0.08
H 1.32695 0.02254 2.00558 0.00 -0.12 0.01
H -0.34701 -0.24369 1.62105 0.19 -0.10 -0.26
H 0.93803 -2.72321 0.88692 0.09 0.10 -0.11
H 2.09762 -1.42325 0.47835 -0.07 -0.49 -0.27
H 0.85606 -0.64495 -1.24306 -0.19 -0.16 -0.10
H -0.63899 -0.62676 -0.34553 0.14 -0.13 0.06
H -0.24212 -2.09974 -2.51523 -0.46 -0.41 -0.04
H 0.26103 -3.32334 -1.29346 -0.13 -0.01 -0.27
H -1.64305 -2.30904 1.29782 -0.02 0.08 -0.75
H -1.12962 -2.61178 -4.33535 -0.04 0.19 0.36
H -3.40943 -0.28280 -3.68608 0.10 -0.23 0.09
H -1.75326 -0.52093 -4.20149 -0.02 -0.68 0.07
H -2.35562 1.82694 -1.58418 0.13 -0.10 -0.02
H -2.25673 1.64760 -3.33700 0.09 -0.02 0.15
H 0.16517 1.23641 -1.47823 -0.20 0.39 0.00
H 0.12589 1.05191 -3.21577 0.06 0.20 0.11
H -0.13352 4.84200 -1.84800 0.03 -0.21 -0.09
H -1.68366 4.08395 -2.06281 0.08 -0.38 0.05
H 0.51879 3.24907 -0.05169 -0.19 0.02 0.04
H -1.16178 2.62785 0.02003 0.25 -0.08 -0.28
H -2.84519 4.22743 -0.14741 0.34 0.05 -0.09
H -2.24016 5.91832 -0.09812 -0.05 -0.31 -0.19
H -3.27761 4.18166 2.14407 0.10 0.26 0.30
H -3.90688 5.71514 1.53475 0.16 0.09 0.29
H -2.35704 5.69309 2.48194 -0.20 0.06 -0.04
H -4.83740 0.18507 -0.90544 -0.11 -0.30 0.01
H -4.51321 -3.35439 1.23751 0.00 0.11 0.35
C 2.14368 4.41335 5.74746 0.49 0.67 0.16
C 1.24780 3.73155 6.79345 -0.39 0.44 -0.40
C 1.49125 2.23945 7.01343 -0.07 -0.47 0.40
F 1.26268 1.52659 5.88517 0.00 0.02 0.35
F 0.64181 1.77436 7.95941 0.02 0.16 -0.03
F -0.04898 3.96279 6.48934 0.05 -0.17 0.05
F 1.48178 4.35504 7.98054 0.27 -0.24 0.06
O 1.58174 4.59093 4.45678 -0.34 -0.74 0.03
C 1.66630 3.54803 3.56154 0.74 0.55 0.38
C 0.28558 3.02429 3.17494 -0.67 0.18 -0.07
F -0.38189 2.56797 4.25427 0.07 -0.02 -0.11
F 0.41087 1.98155 2.30829 0.13 0.32 0.03
F 2.46497 2.56939 4.03584 -0.06 -0.08 -0.48
F 2.26548 4.03319 2.45090 -0.22 -0.17 -0.19
H 2.30627 5.42790 6.10906 -0.20 0.00 0.04
H 3.13736 3.96700 5.70154 -0.14 -0.24 0.01
H 2.51422 2.05431 7.35293 0.02 0.08 -0.06
H -0.31293 3.80847 2.70487 0.23 0.02 -0.08
C 4.56196 -4.17168 -2.23844 -0.18 -0.83 0.23
C 3.74068 -2.90273 -1.95703 0.71 -0.12 0.42
C 3.31708 -2.10050 -3.18640 -0.21 0.34 -0.29
F 4.37666 -1.64356 -3.87064 -0.38 0.05 0.14
F 2.58884 -1.01346 -2.79863 -0.08 -0.15 0.11
F 4.40520 -2.12483 -1.08222 -0.17 0.14 -0.10
F 2.59213 -3.30352 -1.31627 -0.09 -0.04 -0.45
O 5.96122 -4.05936 -2.09220 -0.05 0.79 -0.34
C 6.69614 -3.58869 -3.17039 -0.37 -0.93 -0.02
C 7.39897 -2.27090 -2.84712 0.35 0.52 0.12
F 6.49693 -1.31645 -2.52419 0.12 -0.17 0.02
F 8.08260 -1.83844 -3.92780 -0.07 -0.21 -0.03
F 5.91978 -3.49685 -4.26923 0.39 0.06 -0.06
F 7.63133 -4.52108 -3.43420 0.16 0.24 0.03
H 4.27051 -4.89028 -1.47234 -0.01 0.15 0.12
H 4.28670 -4.63957 -3.18474 -0.02 0.27 -0.09
H 2.69371 -2.70551 -3.85278 0.04 -0.06 0.06
H 8.09044 -2.39571 -2.01118 -0.03 -0.14 -0.02
```
Forces are in eV/Å.

## Properties
**ΔE to the lowest compared entry with this formula, charge and spin**: 0.000 eV
**HOMO energy**: -11.9 eV
**Total charge**: +1
**Frontier orbital gap**: 7.77 eV
**LUMO level**: -4.17 eV

***

Here is a single C4H7NO molecule from the OMol25 dataset. Energies are from the ωB97M-V functional and the def2-TZVPD basis.

```
13
Properties=species:S:1:pos:R:3:forces:R:3
O -2.59661 -0.84736 1.50528 0.63 0.04 0.05
C -1.46307 -0.55738 1.21052 -0.40 0.02 0.05
C -1.13993 0.37675 0.06629 -0.20 0.05 -0.01
N 0.07955 0.00330 -0.57235 -0.22 -0.35 -0.35
C 1.23539 0.62255 -1.10418 0.12 0.14 -0.19
C 1.31584 -0.53744 -0.14182 0.22 -0.18 0.13
H -0.58120 -0.95493 1.76305 -0.25 -0.01 -0.02
H -1.21822 1.41133 0.44163 0.27 -0.07 0.02
H -1.93478 0.23202 -0.66805 -0.20 0.27 0.13
H 1.61802 1.58291 -0.74169 -0.30 -0.15 0.15
H 1.36486 0.48380 -2.17438 0.21 -0.05 0.08
H 1.48887 -1.56083 -0.47578 0.29 0.22 0.01
H 1.74086 -0.30315 0.83755 -0.17 0.05 -0.06
```
Forces are in eV/Å.

## Properties
**ΔE to the lowest compared entry with this formula, charge and spin**: 2.976 eV
**HOMO energy**: -8.9 eV
**SMILES string**: O=CCN1CC1
**Frontier orbital gap**: 9.92 eV
**LUMO level**: 1.00 eV

***

Question: What is the formula in the third record?
Answer: C4H7NO